No. 1
The following is a quantum chemistry calculation of a cluster of 3 separate species, C38H29F3I2O8 in total at a distorted geometry, from the Open Molecules 2025 dataset.

Last column: Mulliken charge in e.
Cartesian coordinates (Å):
O 3.425146 -2.220596 -5.680500  -0.51
C 2.715042 -1.542408 -4.990645  0.04
I 3.504965 -0.473503 -3.281313  0.21
C 1.235353 -1.427855 -5.240270  -0.54
C 0.850021 -0.457649 -6.370230  0.01
C 1.645201 0.838694 -6.430046  -0.99
C 2.787418 0.857152 -7.471903  -0.17
O 2.941039 -0.313467 -8.216070  -0.62
C 4.148419 1.263009 -6.889509  0.75
F 4.868876 1.909643 -7.849663  -0.30
F 4.027798 2.115108 -5.850864  -0.26
F 4.876985 0.190680 -6.500317  -0.25
O -0.515125 -0.031613 -6.098155  -0.36
C -1.463843 -0.851860 -6.586725  0.58
O -1.314099 -2.040239 -6.715219  -0.58
C -2.729998 -0.134312 -6.941639  -0.87
C -3.133393 0.890832 -5.839844  -0.35
C -4.625192 0.756700 -5.564153  -1.18
I -5.370079 2.473714 -4.531868  0.00
H 0.686540 -1.140254 -4.356219  0.52
H 0.917639 -2.411448 -5.551588  0.29
H 0.823184 -0.973649 -7.317125  0.68
H 0.933285 1.599362 -6.711533  0.51
H 1.976299 1.106271 -5.437056  0.29
H 2.568609 1.631744 -8.189090  0.50
H 3.085032 -1.066290 -7.635763  0.36
H -2.583545 0.368931 -7.887079  0.30
H -3.509955 -0.871793 -7.027332  0.42
H -2.599707 0.679548 -4.926827  0.38
H -2.906015 1.883474 -6.193406  0.40
H -4.795666 -0.081689 -4.909641  0.45
H -5.152676 0.628849 -6.494193  0.48
O 4.629574 2.533883 2.940734  -0.67
C 3.956268 1.531663 3.049829  0.57
C 3.639145 0.957593 4.386708  0.15
C 4.104506 1.598688 5.526376  -0.58
C 3.785959 1.098781 6.777067  -0.49
C 2.999629 -0.042158 6.895502  -0.68
C 2.545200 -0.693772 5.763094  -0.43
C 2.867851 -0.201364 4.505851  0.37
C 2.382535 -0.922729 3.299846  0.51
O 1.750144 -1.954769 3.400799  -0.66
C 2.678866 -0.335850 1.961928  0.32
C 2.204122 -0.968514 0.821715  -1.00
C 2.446121 -0.430461 -0.431495  -0.10
C 3.167656 0.764991 -0.551223  -0.28
C 3.646722 1.388259 0.589723  -0.97
C 3.412724 0.842308 1.844106  0.17
H 4.709390 2.488704 5.428231  0.48
H 4.145674 1.601910 7.664427  0.41
H 2.741652 -0.422536 7.874429  0.42
H 1.935592 -1.581627 5.848470  0.51
H 1.645147 -1.888273 0.919561  0.47
H 2.068818 -0.940250 -1.311249  0.33
H 3.360064 1.217906 -1.526801  0.48
H 4.204813 2.310516 0.511100  0.48
O -0.931947 0.364412 5.634517  -0.68
C -2.063971 -0.014472 5.414851  0.53
C -3.186634 0.362370 6.319653  0.12
C -2.929636 1.178507 7.413433  -0.50
C -3.965850 1.565146 8.244915  -0.51
C -5.264660 1.139202 7.987317  -0.47
C -5.524384 0.314604 6.906867  -0.57
C -4.487668 -0.081080 6.071955  0.20
C -4.784512 -0.983894 4.923036  0.57
O -5.905127 -1.409614 4.739521  -0.67
C -3.666136 -1.342670 4.007011  0.34
C -3.921392 -2.154390 2.910080  -0.57
C -2.896735 -2.475170 2.035797  -0.76
C -1.613024 -1.985337 2.252511  0.02
C -1.351604 -1.184005 3.348958  -0.46
C -2.373030 -0.864199 4.231796  -0.07
H -1.918940 1.509708 7.605049  0.49
H -3.764459 2.203582 9.094534  0.40
H -6.074483 1.451139 8.632911  0.40
H -6.530330 -0.024210 6.704327  0.47
H -4.921455 -2.529221 2.745389  0.49
H -3.097675 -3.107362 1.181237  0.40
H -0.814178 -2.232665 1.566984  0.37
H -0.357900 -0.808361 3.524410  0.45

Force components x, y, z for each atom (eV/Å):
O -0.42 0.74 0.55
C 0.72 -0.73 -0.66
I 0.29 -0.60 -1.90
C 0.09 0.08 -0.21
C -0.36 0.27 0.80
C -0.03 -0.26 -0.16
C 0.17 -0.16 0.49
O -0.21 -0.03 -0.43
C 0.55 0.18 -0.46
F -0.24 -0.40 0.62
F 0.19 -0.30 -0.24
F -0.38 0.70 0.04
O 0.22 0.16 -0.59
C -0.45 -0.62 -0.05
O 0.31 0.14 -0.14
C 0.08 0.43 1.26
C -0.40 -0.47 -0.64
C 0.62 0.32 0.09
I -0.08 -0.11 -0.08
H 0.03 0.16 0.32
H -0.17 -0.37 0.06
H 0.19 -0.12 -0.28
H -0.18 0.27 -0.11
H 0.24 0.08 0.23
H -0.07 0.24 -0.29
H 0.28 -0.20 0.18
H -0.02 0.08 -0.33
H -0.14 -0.39 -0.30
H 0.30 0.22 0.26
H 0.20 0.36 0.15
H -0.28 -0.28 0.09
H -0.50 0.15 -0.13
O 0.00 0.01 -0.01
C 0.09 0.14 0.01
C -0.07 -0.09 -0.07
C 0.02 0.04 0.13
C -0.04 -0.05 0.00
C 0.04 0.05 -0.01
C -0.01 -0.03 0.13
C 0.05 0.09 -0.07
C -0.06 -0.15 0.07
O 0.04 0.00 -0.08
C 0.05 0.03 0.09
C -0.02 0.02 -0.19
C -0.18 0.26 0.44
C -0.18 -0.12 0.38
C 0.05 0.08 -0.26
C -0.04 -0.04 0.09
H 0.00 0.02 -0.10
H 0.00 0.01 0.02
H 0.00 -0.01 0.02
H -0.02 -0.02 -0.09
H -0.01 -0.03 0.09
H -0.09 0.16 0.53
H -0.18 0.05 0.62
H 0.04 0.02 0.09
O 0.00 0.00 0.00
C 0.17 0.04 0.03
C -0.08 -0.06 -0.07
C -0.02 0.08 0.11
C -0.05 -0.01 -0.01
C 0.05 0.01 0.01
C -0.07 0.05 0.11
C 0.13 0.01 -0.04
C -0.14 -0.06 -0.03
O -0.01 0.01 -0.01
C 0.07 0.07 0.09
C 0.02 -0.07 -0.12
C 0.06 0.03 0.02
C -0.09 -0.04 -0.03
C -0.01 -0.03 -0.11
C -0.13 0.02 0.03
H 0.05 -0.03 -0.08
H 0.00 0.01 0.01
H -0.01 0.00 0.02
H 0.01 -0.07 -0.08
H -0.06 0.05 0.07
H 0.00 -0.01 -0.01
H 0.03 -0.02 0.01
H 0.03 0.03 0.11

Output
**Lowest unoccupied orbital energy**: -0.040 Ha
**Electronic energy**: -80611.3189 eV
**Kohn-Sham gap**: 8.63 eV
**Highest occupied orbital energy**: -9.7 eV

***

No. 2
The following is a quantum chemistry calculation of a structure of composition C38H30F3N5SbW, from the Open Molecules 2025 dataset.

Last column: Löwdin spin population.
Cartesian coordinates (Å):
W -0.290291 0.419205 -1.271749  2.04
C -6.740518 2.792001 -1.367140  -0.01
C -5.448210 2.123750 -1.013767  -0.03
C -5.422176 0.778651 -0.627843  0.00
C -4.235103 0.146785 -0.337035  -0.02
C -3.023304 0.841443 -0.405281  0.00
N -1.804596 0.156756 -0.159798  -0.13
C -1.743773 -0.823825 0.872734  0.01
C -2.176608 -0.500883 2.158602  -0.01
C -2.055259 -1.412843 3.184194  0.00
C -1.482729 -2.671403 2.968208  -0.01
C -1.328730 -3.644647 4.098485  0.00
C -1.053598 -2.987680 1.685157  0.00
C -1.191027 -2.086531 0.635969  -0.01
N -0.853902 -2.530704 -0.679278  0.01
C -0.976404 -3.780140 -1.163946  0.03
C -0.574515 -3.775440 -2.481985  0.01
C -0.221660 -2.461376 -2.744623  0.02
N -0.384191 -1.698919 -1.649046  0.03
C -3.038256 2.193963 -0.772140  -0.02
C -4.241073 2.811371 -1.083099  0.00
N -1.852212 2.992833 -0.778606  0.00
C -1.767558 4.313046 -0.546644  0.02
C -0.473251 4.720546 -0.808592  0.01
C 0.189749 3.573685 -1.207611  0.02
N -0.642105 2.516303 -1.188488  0.03
H -7.485709 2.619933 -0.590239  0.00
H -7.138078 2.371062 -2.292747  0.00
H -6.621952 3.864256 -1.503252  0.00
H -6.348557 0.221587 -0.570485  0.00
H -4.228820 -0.898502 -0.055725  0.00
H -2.608292 0.476289 2.336146  0.00
H -2.403113 -1.147582 4.174512  0.00
H -2.260239 -3.737343 4.656486  0.00
H -0.569437 -3.294322 4.800403  0.00
H -1.040416 -4.632469 3.745657  0.00
H -0.605611 -3.955546 1.497614  0.00
H -1.366227 -4.579889 -0.556572  0.00
H -0.561026 -4.608983 -3.162515  0.00
H 0.116654 -2.034683 -3.675866  0.00
H -4.244449 3.845817 -1.401162  0.00
H -2.621287 4.876951 -0.209294  0.00
H -0.076443 5.717234 -0.722902  0.00
H 1.218074 3.443952 -1.504000  0.00
F 3.864617 -5.941559 0.149155  0.00
C 3.477679 -4.677096 0.132221  0.00
C 2.975464 -4.119560 1.298922  0.00
C 2.568832 -2.796635 1.278345  0.00
C 2.678104 -2.060016 0.098412  0.00
C 3.196064 -2.636450 -1.061082  0.00
C 3.602214 -3.959101 -1.047895  0.00
Sb 2.010778 -0.089533 0.077040  -0.01
C 2.671779 0.993815 1.715610  -0.01
C 3.842432 0.593356 2.362556  0.00
C 4.303784 1.317041 3.447337  0.00
C 3.578392 2.423918 3.862204  0.00
F 4.008005 3.111835 4.904407  0.00
C 2.408160 2.832967 3.236689  0.00
C 1.952060 2.106783 2.153477  0.00
C 2.552559 0.872215 -1.739011  0.01
C 1.829442 0.494986 -2.889395  0.02
C 1.916299 1.223345 -4.074684  0.01
C 2.747410 2.330332 -4.091109  0.00
F 2.853742 3.031726 -5.202109  0.00
C 3.483676 2.720808 -2.977198  0.00
C 3.365194 2.006039 -1.795218  0.01
H 2.927400 -4.719298 2.197864  0.00
H 2.185061 -2.348008 2.188149  0.00
H 3.315416 -2.057894 -1.970354  0.00
H 4.027373 -4.435519 -1.920859  0.00
H 4.400858 -0.273810 2.029732  0.00
H 5.208137 1.043253 3.973413  0.00
H 1.881601 3.699845 3.611489  0.00
H 1.035342 2.410104 1.658880  0.00
H 1.348767 -0.484051 -2.933773  0.00
H 1.396444 0.929832 -4.977375  0.00
H 4.138907 3.579493 -3.056006  0.00
H 3.924234 2.323127 -0.922571  0.00

Force components x, y, z for each atom (eV/Å):
W 0.02 -0.17 -0.08
C 0.00 -0.02 0.00
C -0.03 0.01 -0.01
C 0.00 -0.01 0.00
C 0.00 0.02 0.01
C 0.02 -0.01 0.04
N -0.01 0.07 -0.03
C 0.01 -0.02 0.02
C 0.01 -0.01 -0.04
C -0.01 0.01 0.01
C -0.01 -0.01 0.04
C 0.00 0.01 -0.01
C 0.00 0.00 -0.03
C -0.01 0.00 -0.02
N 0.01 0.02 0.02
C -0.01 -0.01 0.00
C 0.01 0.02 -0.03
C -0.03 -0.03 0.00
N 0.03 0.02 0.05
C -0.01 -0.01 -0.01
C 0.02 0.01 0.00
N -0.01 0.00 -0.02
C 0.05 0.00 -0.01
C -0.02 0.00 0.01
C -0.01 0.01 -0.01
N -0.01 0.03 0.02
H 0.00 0.00 0.00
H 0.00 0.00 0.00
H 0.01 0.00 0.00
H 0.00 0.01 0.00
H 0.01 0.00 0.00
H 0.00 0.00 0.01
H 0.01 -0.01 0.00
H 0.00 0.00 -0.01
H 0.00 0.00 0.00
H 0.01 0.00 0.00
H 0.00 0.00 0.01
H 0.00 0.01 0.01
H 0.00 0.00 0.00
H 0.01 0.01 0.01
H 0.00 0.00 0.00
H 0.00 -0.01 0.00
H 0.00 0.00 0.00
H 0.00 -0.01 0.00
F -0.01 0.00 0.00
C 0.03 -0.01 0.01
C 0.00 -0.01 -0.02
C -0.02 0.01 0.02
C 0.04 0.00 0.02
C -0.01 0.03 -0.02
C -0.01 0.00 0.01
Sb -0.06 0.02 -0.06
C 0.01 0.00 0.01
C 0.02 -0.03 -0.02
C -0.01 0.04 0.00
C -0.03 -0.03 0.03
F 0.01 0.01 -0.02
C 0.03 0.01 0.00
C -0.03 0.00 -0.04
C -0.01 -0.02 -0.03
C 0.02 0.07 0.11
C 0.04 0.05 0.01
C -0.01 0.01 -0.02
F -0.01 0.00 0.01
C 0.01 0.00 0.02
C 0.00 0.00 0.00
H 0.00 0.00 0.00
H 0.00 0.00 0.00
H 0.00 -0.01 0.00
H 0.00 0.00 0.00
H 0.00 0.00 0.00
H 0.00 -0.01 0.00
H 0.00 0.00 0.00
H 0.00 0.00 0.01
H -0.05 -0.07 0.03
H 0.00 -0.01 0.00
H 0.00 0.00 0.00
H 0.01 0.01 -0.01

Output
**Lowest unoccupied orbital energy (alpha / beta)**: -0.385 / -0.359 Ha
**Electronic energy**: -63831.5867 eV
**2S+1**: 3
**Charge**: +3
**Kohn-Sham gap (alpha / beta)**: 6.21 / 6.90 eV
**Highest occupied orbital energy (alpha / beta)**: -16.7 / -16.7 eV